A 11-piece molecular cluster, C63H140B4F16N7 overall, computed with ωB97M-V with the def2-TZVPD basis set.

Last columns: bonded neighbours and bond lengths (Å).
Positions of all 230 atoms, in Å:
1 C 6.978 -8.469 26.943  H75 1.144, H200 1.067, H219 1.095, C229 1.558
2 H 7.204 -15.415 25.602  C184 1.067
3 H 11.096 -3.719 16.519  C152 1.075
4 F 7.895 -2.141 32.887  B33 1.463
5 H 7.745 -4.477 17.898  C50 1.104
6 F 8.831 -0.588 28.677  B117 1.464
7 H 5.145 -6.591 31.346  C61 1.094
8 C 9.222 2.068 33.338  C40 1.515, H87 1.124, C124 1.546, H183 1.065
9 C 10.779 -2.173 32.512  N47 1.481, H119 1.079, H133 1.127, C195 1.538
10 C -1.497 -5.047 27.178  C71 1.519, H106 1.111, H108 1.107, C137 1.477
11 C 3.018 -4.673 33.142  H22 1.136, N32 1.535, H80 1.114, C132 1.566
12 C 7.145 0.654 24.632  N135 1.481, H147 1.070, H169 1.093, H222 1.090
13 H -2.468 -3.160 27.563  C137 1.104
14 H 4.991 -2.069 26.600  C205 1.035
15 H 11.281 -2.066 25.654  C136 1.058
16 H 6.235 -13.239 25.824  C123 1.134
17 H -0.459 -6.473 24.680  C55 1.095
18 C 9.305 -3.864 28.049  H27 1.083, C70 1.495, H103 1.076, C122 1.552
19 H 3.365 -7.977 33.185  C67 1.095
20 C 9.983 -2.870 30.171  H35 1.060, N47 1.561, C70 1.538, H78 1.077
21 H -0.739 -3.127 27.683  C137 1.115
22 H 3.710 -3.994 33.735  C11 1.136
23 N 5.850 0.892 31.826  C155 1.463, C164 1.558, C167 1.493, C223 1.517
24 C 7.197 -6.655 17.935  C50 1.528, H118 1.090, C130 1.517, H142 1.131
25 H 9.512 -4.463 32.347  C154 1.086
26 H 6.518 -1.186 31.741  C223 1.110
27 H 9.003 -2.864 27.762  C18 1.083
28 C 6.645 -1.615 23.896  H109 1.079, N135 1.477, H143 1.074, C221 1.518
29 H 10.558 -4.884 29.432  C70 1.092
30 H 5.650 -6.436 16.496  C130 1.100
31 H 0.698 -6.819 22.977  C74 1.125
32 N 3.833 -5.938 32.838  C11 1.535, C61 1.522, C67 1.477, C89 1.531
33 B 7.012 -3.272 33.178  F4 1.463, F140 1.357, F177 1.411, F210 1.422
34 H 4.989 2.610 30.874  C164 1.047
35 H 8.992 -2.945 30.539  C20 1.060
36 H 8.974 -4.877 26.063  C122 1.101
37 H 7.313 -2.181 26.268  C216 1.059
38 H 7.570 -15.316 23.857  C184 1.088
39 F 10.060 1.284 29.033  B117 1.348
40 C 8.316 1.133 32.564  C8 1.515, C155 1.536, H165 1.088, H186 1.111
41 F 5.206 -5.319 26.799  B206 1.389
42 H 8.543 -12.735 26.637  C111 1.102
43 H 4.967 -4.862 31.395  C61 1.089
44 H 8.112 -13.261 22.819  C45 1.088
45 C 8.167 -12.263 23.249  H44 1.088, H69 1.078, N157 1.509, H193 1.139
46 F 6.508 -4.588 22.670  B112 1.429
47 N 10.848 -3.184 31.431  C9 1.481, C20 1.561, C154 1.460, C211 1.531
48 H 4.513 -0.185 33.081  C167 1.080
49 H 11.762 -1.332 22.852  C52 1.056
50 C 8.043 -5.461 17.496  H5 1.104, C24 1.528, H159 1.100, C190 1.543
51 C 1.949 -4.232 24.787  H128 1.099, N129 1.481, H156 1.130, H207 1.065
52 C 11.228 -1.195 23.753  H49 1.056, C136 1.496, C176 1.589, H212 1.071
53 H 12.032 -2.768 34.209  C195 1.077
54 H 11.151 2.136 34.328  C124 1.077
55 C -0.023 -5.593 25.164  H17 1.095, C71 1.534, H116 1.136, N129 1.456
56 H 3.879 1.657 31.730  C164 1.068
57 C 2.219 -6.654 25.245  C76 1.558, N129 1.525, H139 1.116, H230 1.134
58 F 5.255 -5.198 28.978  B206 1.363
59 C 5.774 -7.412 33.827  H65 1.093, C89 1.545, C138 1.533, H174 1.136
60 F 7.833 -5.834 21.264  B112 1.347
61 C 4.403 -5.793 31.434  H7 1.094, N32 1.522, H43 1.089, H90 1.103
62 F 9.125 1.068 27.035  B117 1.388
63 H 6.996 -0.188 30.365  C223 1.062
64 H 6.094 -13.240 24.083  C123 1.091
65 H 5.125 -8.267 33.618  C59 1.093
66 H 7.976 -8.747 34.274  C134 1.089
67 C 2.852 -7.035 32.965  H19 1.095, N32 1.477, C104 1.575, H141 1.089
68 H 9.209 -1.407 22.682  C176 1.158
69 H 9.088 -11.726 23.094  C45 1.078
70 C 10.394 -3.865 29.073  C18 1.495, C20 1.538, H29 1.092, H194 1.116
71 C -0.233 -5.724 26.678  C10 1.519, C55 1.534, H101 1.114, H161 1.116
72 H 12.590 -4.091 30.461  C211 1.094
73 F 7.733 1.377 28.743  B117 1.380
74 C 1.375 -5.939 23.155  H31 1.125, N129 1.526, C148 1.561, H227 1.088
75 H 6.660 -9.434 27.468  C1 1.144
76 C 3.417 -6.708 24.250  C57 1.558, H120 1.111, C148 1.570, H199 1.110
77 H 4.810 1.003 28.973  C214 1.083
78 H 10.286 -1.892 29.835  C20 1.077
79 H 10.458 -2.800 21.121  C180 1.101
80 H 2.767 -4.195 32.167  C11 1.114
81 H 2.799 -7.248 22.123  C148 1.118
82 H 4.244 -1.318 30.974  C125 1.117
83 H 12.607 -1.368 33.366  C195 1.086
84 H 1.010 -7.227 34.138  C104 1.057
85 H 5.232 -3.015 24.665  C221 1.068
86 H -1.535 -3.174 26.083  C137 1.077
87 H 8.646 2.381 34.251  C8 1.124
88 H 11.184 1.138 32.974  C124 1.063
89 C 4.902 -6.139 33.916  N32 1.531, C59 1.545, H95 1.066, H149 1.061
90 H 3.584 -5.763 30.697  C61 1.103
91 H 6.201 0.196 33.757  C167 1.069
92 F 3.793 -3.906 27.873  B206 1.402
93 C 9.042 -14.329 25.207  C111 1.514, H113 1.128, C184 1.565, H188 1.083
94 H 9.796 -12.217 25.515  C111 1.106
95 H 4.386 -6.111 34.848  C89 1.066
96 H 2.435 -6.822 35.076  C104 1.091
97 H 7.219 -0.653 26.997  C216 1.072
98 F 3.357 -6.050 28.149  B206 1.382
99 H 7.863 -9.196 35.917  C134 1.077
100 C 8.908 -0.997 24.845  N135 1.492, C176 1.547, H197 1.103, H225 1.093
101 H -0.085 -6.802 26.916  C71 1.114
102 H 9.487 -6.247 18.946  C190 1.109
103 H 8.523 -4.502 28.423  C18 1.076
104 C 1.890 -6.641 34.149  C67 1.575, H84 1.057, H96 1.091, C132 1.509
105 H 7.096 -11.146 26.257  C224 1.087
106 H -1.636 -5.282 28.255  C10 1.111
107 C 9.429 -3.614 19.390  H168 1.071, H171 1.089, C180 1.562, N196 1.484
108 H -2.375 -5.522 26.701  C10 1.107
109 H 7.231 -2.521 23.880  C28 1.079
110 H 12.435 -2.239 30.522  C211 1.090
111 C 8.912 -12.875 25.608  H42 1.102, C93 1.514, H94 1.106, N157 1.536
112 B 6.641 -5.220 21.395  F46 1.429, F60 1.347, F182 1.370, F201 1.412
113 H 9.655 -14.406 24.263  C93 1.128
114 H 12.566 -2.719 24.472  C136 1.127
115 H 10.320 -2.482 17.436  C152 1.054
116 H -0.572 -4.762 24.616  C55 1.136
117 B 8.957 0.843 28.395  F6 1.464, F39 1.348, F62 1.388, F73 1.380
118 H 7.377 -6.829 18.996  C24 1.090
119 H 9.911 -2.359 33.126  C9 1.079
120 H 3.840 -7.734 24.302  C76 1.111
121 H 5.868 -8.701 25.082  C229 1.078
122 C 9.755 -4.692 26.816  C18 1.552, H36 1.101, H162 1.058, H203 1.094
123 C 6.796 -13.505 24.875  H16 1.134, H64 1.091, N157 1.513, C184 1.536
124 C 10.555 1.422 33.783  C8 1.546, H54 1.077, H88 1.063, H228 1.131
125 C 4.918 -0.717 30.317  H82 1.117, H160 1.058, C214 1.562, C223 1.531
126 H 3.347 -5.617 22.342  C148 1.040
127 H 6.022 -11.087 24.817  C224 1.115
128 H 1.338 -3.465 24.291  C51 1.099
129 N 1.333 -5.571 24.636  C51 1.481, C55 1.456, C57 1.525, C74 1.526
130 C 5.747 -6.377 17.590  C24 1.517, H30 1.100, H153 1.088, H173 1.098
131 H 11.403 -5.338 19.711  C185 1.103
132 C 1.717 -5.172 33.855  C11 1.566, C104 1.509, H179 1.096, H218 1.077
133 H 10.739 -1.184 31.975  C9 1.127
134 C 7.256 -9.002 35.049  H66 1.089, H99 1.077, C138 1.536, H208 1.130
135 N 7.431 -0.785 24.831  C12 1.481, C28 1.477, C100 1.492, C216 1.503
136 C 11.519 -2.346 24.662  H15 1.058, C52 1.496, H114 1.127, H150 1.091
137 C -1.565 -3.575 27.083  C10 1.477, H13 1.104, H21 1.115, H86 1.077
138 C 6.394 -7.739 35.190  C59 1.533, C134 1.536, H181 1.064, H213 1.080
139 H 1.590 -7.575 25.269  C57 1.116
140 F 6.954 -3.534 34.508  B33 1.357
141 H 2.234 -6.968 32.071  C67 1.089
142 H 7.545 -7.547 17.333  C24 1.131
143 H 6.687 -1.158 22.925  C28 1.074
144 H 4.871 -0.455 26.177  C205 1.083
145 H 10.123 -6.269 17.374  C190 1.110
146 H 7.266 2.004 30.922  C155 1.067
147 H 7.603 1.288 25.362  C12 1.070
148 C 2.836 -6.381 22.828  C74 1.561, C76 1.570, H81 1.118, H126 1.040
149 H 5.521 -5.285 33.809  C89 1.061
150 H 10.896 -3.207 24.417  C136 1.091
151 H 12.122 -5.046 18.200  C185 1.088
152 C 10.230 -3.481 17.111  H3 1.075, H115 1.054, H192 1.101, N196 1.497
153 H 5.061 -7.121 17.990  C130 1.088
154 C 10.553 -4.479 32.036  H25 1.086, N47 1.460, H187 1.107, H209 1.125
155 C 7.049 1.725 31.929  N23 1.463, C40 1.536, H146 1.067, H226 1.103
156 H 2.072 -4.021 25.890  C51 1.130
157 N 7.779 -12.368 24.704  C45 1.509, C111 1.536, C123 1.513, C224 1.515
158 H 13.181 -4.082 32.829  C215 1.066
159 H 8.066 -5.382 16.399  C50 1.100
160 H 5.153 -1.256 29.437  C125 1.058
161 H 0.595 -5.145 27.152  C71 1.116
162 H 10.271 -5.592 27.026  C122 1.058
163 H 10.422 -1.645 19.709  C180 1.057
164 C 4.707 1.619 31.058  N23 1.558, H34 1.047, H56 1.068, C214 1.583
165 H 8.035 0.305 33.213  C40 1.088
166 H 12.349 -2.503 18.821  C170 1.084
167 C 5.353 0.489 33.175  N23 1.493, H48 1.080, H91 1.069, H175 1.096
168 H 8.986 -4.303 20.080  C107 1.071
169 H 7.491 0.910 23.627  C12 1.093
170 C 11.875 -3.177 19.525  H166 1.084, C180 1.577, C185 1.535, H220 1.088
171 H 8.630 -3.125 18.834  C107 1.089
172 H 8.683 -9.751 25.301  C198 1.071
173 H 5.452 -5.356 17.865  C130 1.098
174 H 6.539 -7.273 32.999  C59 1.136
175 H 5.090 1.441 33.649  C167 1.096
176 C 9.704 -0.799 23.534  C52 1.589, H68 1.158, C100 1.547, H217 1.084
177 F 7.442 -4.383 32.423  B33 1.411
178 H 3.242 0.603 29.717  C214 1.082
179 H 0.864 -4.978 33.196  C132 1.096
180 C 10.478 -2.650 20.030  H79 1.101, C107 1.562, H163 1.057, C170 1.577
181 H 6.953 -6.891 35.508  C138 1.064
182 F 5.661 -6.156 21.198  B112 1.370
183 H 9.396 2.863 32.650  C8 1.065
184 C 7.605 -14.810 24.819  H2 1.067, H38 1.088, C93 1.565, C123 1.536
185 C 11.504 -4.550 18.945  H131 1.103, H151 1.088, C170 1.535, N196 1.478
186 H 8.844 0.631 31.726  C40 1.111
187 H 11.179 -4.543 32.947  C154 1.107
188 H 9.467 -14.895 26.027  C93 1.083
189 H 7.828 -9.670 23.736  C198 1.083
190 C 9.483 -5.634 18.021  C50 1.543, H102 1.109, H145 1.110, N196 1.498
191 H 14.038 -2.582 32.287  C215 1.105
192 H 9.298 -3.587 16.534  C152 1.101
193 H 7.338 -11.695 22.712  C45 1.139
194 H 11.356 -3.403 28.747  C70 1.116
195 C 12.130 -2.334 33.228  C9 1.538, H53 1.077, H83 1.086, C215 1.515
196 N 10.174 -4.343 18.334  C107 1.484, C152 1.497, C185 1.478, C190 1.498
197 H 9.086 -2.018 25.219  C100 1.103
198 C 7.730 -9.724 24.814  H172 1.071, H189 1.083, C224 1.572, C229 1.509
199 H 4.233 -5.981 24.442  C76 1.110
200 H 6.285 -7.704 27.209  C1 1.067
201 F 6.510 -4.248 20.380  B112 1.412
202 H 4.437 -1.545 24.039  C221 1.098
203 H 10.463 -4.111 26.217  C122 1.094
204 H 7.138 -7.661 24.965  C229 1.068
205 C 5.411 -1.370 25.963  H14 1.035, H144 1.083, C216 1.485, C221 1.532
206 B 4.398 -5.170 27.919  F41 1.389, F58 1.363, F92 1.402, F98 1.382
207 H 2.914 -4.234 24.337  C51 1.065
208 H 6.537 -9.847 34.830  C134 1.130
209 H 10.816 -5.399 31.446  C154 1.125
210 F 5.715 -2.934 32.702  B33 1.422
211 C 12.326 -3.196 31.033  N47 1.531, H72 1.094, H110 1.090, C215 1.526
212 H 11.664 -0.345 24.236  C52 1.071
213 H 5.638 -7.935 35.936  C138 1.080
214 C 4.312 0.652 29.869  H77 1.083, C125 1.562, C164 1.583, H178 1.082
215 C 13.081 -3.131 32.358  H158 1.066, H191 1.105, C195 1.515, C211 1.526
216 C 6.876 -1.223 26.157  H37 1.059, H97 1.072, N135 1.503, C205 1.485
217 H 9.670 0.251 23.271  C176 1.084
218 H 1.564 -4.514 34.694  C132 1.077
219 H 7.996 -8.204 27.248  C1 1.095
220 H 12.519 -3.269 20.397  C170 1.088
221 C 5.318 -1.956 24.550  C28 1.518, H85 1.068, H202 1.098, C205 1.532
222 H 6.072 0.821 24.731  C12 1.090
223 C 6.211 -0.366 31.058  N23 1.517, H26 1.110, H63 1.062, C125 1.531
224 C 7.079 -11.109 25.171  H105 1.087, H127 1.115, N157 1.515, C198 1.572
225 H 9.318 -0.342 25.619  C100 1.093
226 H 6.820 2.660 32.466  C155 1.103
227 H 0.926 -5.148 22.557  C74 1.088
228 H 10.432 0.583 34.531  C124 1.131
229 C 6.896 -8.608 25.393  C1 1.558, H121 1.078, C198 1.509, H204 1.068
230 H 2.459 -6.258 26.280  C57 1.134

Calculated values
Frontier orbital gap ... 0.4087 Ha
Net charge ... +3
Multiplicity ... 1
DFT total energy ... -4565.045157 Eh